C10H13NO | ωB97M-V/def2-TZVPD

Each line ends with the natural charge from an NBO analysis.
Element x y z (Å)
C  -2.41736  -2.80498  1.29409  -0.25
C  -3.17496  -1.87104  0.52486  -0.18
C  -1.01886  -2.64847  1.41827  -0.20
C  -2.48158  -0.71414  0.04172  -0.26
C  -0.38813  -1.59372  0.79627  -0.27
C  -1.12973  -0.62957  0.15608  0.14
C  2.23304  1.66151  -1.18404  -0.41
C  1.02481  2.35465  -0.76381  -0.43
C  2.03653  0.60435  -0.12499  -0.44
C  0.63027  1.19948  0.06666  0.40
N  -0.43022  0.34753  -0.63606  -0.65
O  0.22676  1.60952  1.35533  -0.70
H  -3.03893  -3.61699  1.79451  0.22
H  -4.29483  -1.85786  0.31299  0.22
H  -0.44047  -3.50343  1.81337  0.22
H  -3.14918  -0.11123  -0.52801  0.22
H  0.70561  -1.58058  0.81225  0.22
H  2.11547  1.12681  -2.08457  0.21
H  3.20453  2.31246  -1.12568  0.21
H  1.16182  3.30854  -0.13942  0.23
H  0.23743  2.67082  -1.43256  0.20
H  2.04549  -0.44370  -0.37286  0.21
H  2.73151  0.88843  0.74749  0.21
H  -0.94883  0.99802  -1.25933  0.38
H  0.04488  0.79478  1.79793  0.47

Its lowest unoccupied orbital energy is 1.0 eV. For the HOMO energy, the calculation gives -8.35 eV. As for the frontier orbital gap: 9.33 eV.



C13H16Si | ωB97M-V/def2-TZVPD

Each line ends with the natural charge from an NBO analysis.
Element x y z (Å)
C  0.65250  3.32943  -0.58052  -0.24
C  1.74430  2.65925  -0.08708  -0.22
C  -0.35293  2.61977  -1.20611  -0.20
C  1.66107  1.23489  -0.12026  -0.19
C  -0.28770  1.27067  -1.59377  -0.12
C  0.74232  0.51503  -0.84456  -0.02
C  -1.20561  0.53973  -2.26992  0.11
C  -2.02959  0.01272  -3.17293  -0.48
C  1.17977  0.34995  3.01843  -0.45
C  0.02620  0.02502  2.45701  -0.12
C  0.81861  -0.93827  -0.85954  -0.82
C  -0.97673  -3.52014  0.01721  -1.17
C  -0.67762  -1.25718  2.11487  -0.90
Si  -0.62463  -1.67717  0.24181  1.29
H  0.35254  4.41275  -0.58363  0.23
H  2.62125  3.06923  0.42279  0.22
H  -1.23927  3.16790  -1.56962  0.21
H  2.48664  0.61134  0.44327  0.21
H  -2.76294  -0.71926  -3.05044  0.21
H  -1.98986  0.34607  -4.17205  0.20
H  1.38822  1.34413  3.07035  0.21
H  1.72818  -0.43584  3.46435  0.19
H  -0.68262  0.74824  2.06961  0.18
H  0.66615  -1.41039  -1.73877  0.24
H  1.60297  -1.39426  -0.37793  0.23
H  -1.55867  -3.81763  -0.90674  0.25
H  0.10205  -4.05356  -0.14832  0.23
H  -1.60745  -3.97605  0.81012  0.25
H  -1.62440  -1.06414  2.40279  0.24
H  -0.15273  -1.99220  2.74960  0.22

Its lowest unoccupied orbital energy (spin up / spin down) is 0.0 / -0.4 eV. For the HOMO energy (spin up / spin down), the calculation gives -6.89 / -6.56 eV. As for the frontier orbital gap (spin up / spin down): 6.89 / 6.15 eV.



C5H9N2O | ωB97M-V/def2-TZVPD

Each line ends with the Mulliken spin population.
Element x y z (Å)
C  1.32435  0.18223  0.26923  0.76
C  0.05161  1.95072  -0.02297  0.01
C  -0.68888  0.69584  -0.70970  0.00
C  0.79645  -1.41523  -0.67185  0.02
C  -0.82460  -0.99533  1.04254  0.05
N  1.36249  1.58444  0.41819  0.85
N  -0.01101  -0.40384  -0.09431  0.01
O  2.01142  -0.90794  0.05552  0.21
H  0.18432  2.75534  -0.71253  0.03
H  -0.50055  2.25443  0.85989  0.07
H  -1.65225  0.66424  -0.36311  0.00
H  -0.56075  0.68978  -1.74327  0.00
H  0.72850  -2.54433  -0.30870  0.00
H  1.04951  -1.21321  -1.76170  0.00
H  -1.28842  -0.14936  1.62629  -0.01
H  -1.76246  -1.48402  0.54222  0.00
H  -0.21973  -1.66376  1.57427  0.00

Its lowest unoccupied orbital energy (spin up / spin down) is -3.0 / -6.8 eV. For the HOMO energy (spin up / spin down), the calculation gives -11.16 / -15.67 eV. The spin multiplicity is 3. As for the total charge: +1. As for the frontier orbital gap (spin up / spin down): 8.14 / 8.88 eV. The expectation value of S² is 2.007.



C5H7NO | ωB97M-V/def2-TZVPD

Each line ends with the natural charge from an NBO analysis.
Element x y z (Å)
C  -1.63849  0.17156  0.70043  -0.61
C  -0.26806  -0.14060  0.06472  -0.16
C  0.03289  -1.41303  -0.24115  0.04
O  0.98965  -1.87948  -1.15884  -0.46
C  1.93480  -1.08986  -1.58906  0.07
C  0.12873  1.17925  -0.32239  0.16
N  0.76050  1.92162  0.55673  -0.73
H  -1.89112  -0.60376  1.41782  0.22
H  -2.38070  0.21101  -0.10432  0.23
H  -1.68901  1.14459  1.20721  0.22
H  -0.53419  -2.26337  0.12606  0.19
H  2.41208  -1.73410  -2.37629  0.07
H  0.82659  2.91308  0.37917  0.39
H  1.31635  1.58309  1.33991  0.37

Its lowest unoccupied orbital energy is 0.6 eV. For the HOMO energy, the calculation gives -7.87 eV. As for the frontier orbital gap: 8.47 eV.